ORCA calculation (the ωB97M-V functional and the def2-TZVPD basis) on a cluster of 2 separate species, C5H14S in total in a non-equilibrium geometry.

The geometry in XYZ format:
```
20
Properties=species:S:1:pos:R:3:forces:R:3
C 0.2132 -2.5987 -1.4168 -0.963 -0.392 -0.013
C -0.2370 -1.3124 -0.7413 0.229 1.223 -0.550
S 0.4891 -0.9752 0.8981 0.664 -0.035 0.154
C -0.6905 0.1101 1.7570 -1.350 -0.400 -0.580
H -0.2665 -2.6504 -2.3894 -0.181 0.261 -0.312
H -0.1676 -3.4995 -0.9314 0.574 0.005 0.349
H 1.2764 -2.6251 -1.6557 0.036 -0.080 0.571
H 0.0460 -0.5299 -1.4637 0.192 -0.111 0.491
H -1.3032 -1.1330 -0.6349 -0.340 -0.756 -0.045
H -1.0718 0.9338 1.1599 0.521 0.134 -0.281
H -1.6196 -0.4602 1.9424 0.550 0.060 0.510
H -0.2663 0.5424 2.6710 0.048 -0.501 -0.257
C 0.0315 2.1992 -1.2094 -1.370 -0.793 -1.475
C -0.0454 3.0919 -0.0015 0.486 0.583 0.640
H -0.2069 1.1461 -0.9959 0.428 0.650 0.173
H -0.6927 2.4449 -2.0209 -0.286 0.241 0.919
H 0.8933 2.2307 -1.8532 1.134 0.041 0.543
H 0.8249 3.0639 0.6747 0.018 -0.240 -0.524
H -0.8629 2.8258 0.6632 -0.334 0.060 -0.237
H -0.1700 4.1400 -0.2690 -0.056 0.049 -0.076
```
Positions in Å, forces in eV/Å.

## Properties
LUMO level = 0.038 Eh
energy relative to the best compared isomer or geometry (same formula, charge and spin) = 0.7939 eV
structure (SMILES) = CCSC.CC

Atomic partial charges in e from the Mulliken method, atoms 1 to 2:
1. C -1.227
2. C -0.328

---

ORCA calculation (the ωB97M-V functional and the def2-TZVPD basis) on a cluster of 2 separate species, CH9IN2OP in total in a non-equilibrium geometry.

The geometry in XYZ format:
```
15
Properties=species:S:1:pos:R:3:forces:R:3
P 3.0165 -1.6738 0.6689 1.821 0.048 -0.101
I 0.2359 -1.6589 0.7563 -1.116 0.105 -0.035
H 2.8721 -2.0210 -0.7347 -0.160 0.011 0.065
H 2.9356 -3.0817 1.0161 -0.204 0.056 0.015
H 2.9849 -1.3251 2.0785 -0.213 -0.026 -0.042
H 2.9111 -0.2683 0.3238 -0.150 -0.049 0.029
H 4.4611 -1.6775 0.6223 -0.124 -0.010 -0.019
C -2.7669 1.8757 -0.6136 0.121 -0.119 -0.072
O -3.5412 2.8208 -0.6985 -0.030 0.027 -0.018
N -2.2773 1.2268 -1.7190 -0.046 0.013 0.031
N -2.3139 1.3751 0.5643 -0.062 0.016 -0.110
H -1.6357 0.4551 -1.6559 0.022 0.006 0.069
H -2.5754 1.5549 -2.6156 -0.019 0.032 -0.022
H -2.6262 1.8055 1.4116 -0.012 0.021 0.025
H -1.6805 0.5925 0.5956 0.171 -0.132 0.186
```
Positions in Å, forces in eV/Å.

## Properties
LUMO level = 0.125 Eh
net charge = -1

Atomic partial charges in e from the Mulliken method, atoms 1 to 2:
1. P -0.298
2. I -0.569

---

ORCA calculation (the ωB97M-V functional and the def2-TZVPD basis) on a structure of composition C3H6BrNO2S in a non-equilibrium geometry.

The geometry in XYZ format:
```
14
Properties=species:S:1:pos:R:3:forces:R:3
C -0.7139 1.4504 -0.0470 -2.310 -0.990 1.373
C -0.2890 1.3263 1.3847 2.159 -1.598 -0.064
C 0.3798 0.5480 0.2256 0.323 -2.882 0.751
N 0.4924 -1.8730 -1.5476 2.173 1.718 -0.730
O 0.7259 -2.2526 0.9634 0.352 1.089 -0.748
O -1.3630 -1.3103 -0.0254 -0.049 -0.900 0.248
S 0.0815 -1.3913 0.0092 -2.832 1.469 -0.179
Br 2.1516 0.7434 -0.2762 1.365 1.044 -0.289
H -1.6990 0.9256 -0.0360 0.841 0.612 -1.029
H -0.5942 2.3484 -0.5601 0.197 1.215 -0.947
H 0.4012 1.8868 1.9924 0.116 0.849 -0.527
H -0.7971 0.6526 2.0296 -1.071 -0.333 0.208
H 1.4233 -1.3844 -1.8041 -1.792 -1.356 0.419
H -0.1996 -1.6699 -2.3085 0.527 0.062 1.512
```
Positions in Å, forces in eV/Å.

## Properties
LUMO level = 0.017 Eh
energy relative to the best compared isomer or geometry (same formula, charge and spin) = 0.4755 eV

Atomic partial charges in e from the Mulliken method, atoms 1 to 2:
1. C -0.556
2. C -0.536

---

no.,HOMO (eV)
1,-8.4
2,-4.5
3,-10.1